130
Properties=species:S:1:pos:R:3 method="wB97M-V/def2-TZVPD" charge=+1 largest_force_ev_per_a=2.4 orbital_gap_ev=8.6 molar_mass_g_mol=835.2 homo_ev=-10.44
C 5.0570 0.9274 1.8527
C 5.9527 -0.2587 1.5096
O 5.3488 -1.0010 0.4178
B 5.5424 -2.3286 0.3661
O 6.7911 -2.8680 0.6127
C 4.3680 -3.3585 -0.1197
Cl 4.9345 -5.0378 -0.0365
C 4.0429 -3.0685 -1.5900
O 3.6535 -1.7280 -1.6931
C 2.4423 -1.4268 -1.0334
C 1.2163 -1.8718 -1.8231
C -0.0117 -1.1500 -1.2639
O -0.9140 -2.1199 -0.7359
C -2.0249 -1.5681 -0.1310
C -1.7705 -0.8115 1.1497
O -3.1376 -1.7057 -0.6123
C 2.3461 -1.9660 0.4111
O 2.7288 -1.0845 1.3952
N 3.0369 -3.2823 0.5997
P 2.9846 -3.9866 2.3220
C 3.9374 -2.8831 3.4045
C 1.2186 -3.7161 2.7757
C 0.9210 -2.4920 3.6482
H 4.3817 1.1084 1.0251
H 4.4931 0.7109 2.7534
H 5.6374 1.8298 1.9998
H 6.0914 -0.8901 2.3787
H 6.9011 0.1167 1.1450
H 6.9197 -3.1292 1.5261
H 3.3028 -3.7767 -1.9699
H 4.9619 -3.1687 -2.1548
H 2.4035 -0.3447 -0.9478
H 1.0807 -2.9476 -1.7717
H 1.3734 -1.5628 -2.8496
H 0.3249 -0.4523 -0.4950
H -0.4937 -0.5713 -2.0456
H -0.7129 -0.8383 1.3968
H -2.3160 -1.2556 1.9716
H -2.0582 0.2240 1.0075
H 1.2847 -2.1937 0.5459
H 2.4334 -0.2185 1.0859
H 2.4370 -3.9365 0.0902
H 4.9931 -3.0431 3.2092
H 3.6864 -1.8311 3.3806
H 3.7588 -3.2489 4.4132
H 0.9531 -4.6020 3.3384
H 0.5913 -3.7142 1.8867
H -0.1196 -2.2145 3.4936
H 0.9955 -2.7432 4.6986
H 1.5099 -1.6212 3.3939
C -0.1865 -7.4345 6.5384
C 0.8301 -6.4915 5.9514
O 0.5236 -5.3773 5.5867
C 2.2467 -6.9977 5.8396
H -1.1599 -6.9516 6.5635
H -0.2507 -8.3389 5.9319
H 0.1022 -7.7100 7.5535
H 2.2778 -7.8851 5.2061
H 2.6303 -7.2556 6.8273
H 2.8783 -6.2266 5.4032
C -3.0098 -0.4274 -4.0436
C -2.1326 0.6149 -4.6935
O -1.2334 0.3053 -5.4403
C -2.4271 2.0575 -4.3627
H -2.6956 -1.4184 -4.3634
H -2.9182 -0.3628 -2.9578
H -4.0517 -0.2748 -4.3280
H -2.3276 2.2258 -3.2887
H -3.4441 2.3110 -4.6652
H -1.7279 2.7016 -4.8902
C -8.6246 -1.9924 -2.0969
C -7.5828 -1.3946 -1.1834
O -7.8793 -0.6491 -0.2793
C -6.1414 -1.7628 -1.4407
H -9.6114 -1.6456 -1.8004
H -8.4346 -1.6913 -3.1281
H -8.5952 -3.0811 -2.0354
H -5.8456 -1.4491 -2.4432
H -6.0040 -2.8413 -1.3507
H -5.5110 -1.2651 -0.7132
C -4.0713 2.7875 0.8418
C -2.9355 3.7123 1.1984
O -1.8838 3.6879 0.5985
C -3.1685 4.6645 2.3453
H -3.7741 2.1614 0.0027
H -4.3110 2.1492 1.6948
H -4.9551 3.3591 0.5539
H -3.3884 4.1065 3.2569
H -4.0113 5.3191 2.1206
H -2.2798 5.2713 2.5023
C -8.1697 3.0033 0.2267
C -8.0757 4.0783 -0.8275
O -7.0342 4.3133 -1.3961
C -9.3373 4.8432 -1.1407
H -7.1967 2.5336 0.3433
H -8.4799 3.4381 1.1783
H -8.8900 2.2426 -0.0763
H -9.6983 5.3513 -0.2454
H -10.1102 4.1598 -1.4950
H -9.1330 5.5815 -1.9119
C 8.1391 5.8670 2.9548
C 7.5868 4.6834 2.2021
O 6.9761 3.8040 2.7657
C 7.8321 4.6474 0.7136
H 7.8962 5.7729 4.0101
H 9.2229 5.9103 2.8399
H 7.7060 6.7908 2.5687
H 8.9039 4.6430 0.5114
H 7.3872 5.5234 0.2399
H 7.3865 3.7495 0.2914
C 1.2698 3.8247 1.1338
C 1.2306 2.3678 1.4875
O 1.6550 1.5231 0.7222
C 0.6403 1.9937 2.8210
H 1.7150 3.9511 0.1507
H 0.2567 4.2299 1.1190
H 1.8631 4.3683 1.8709
H -0.3956 2.3308 2.8750
H 1.2079 2.4644 3.6246
H 0.6708 0.9124 2.9491
C 0.6811 0.9898 -10.0009
C -0.3596 2.0552 -9.7466
O -0.9674 2.5732 -10.6509
C -0.6011 2.4359 -8.3060
H 0.7589 0.8074 -11.0698
H 1.6508 1.3160 -9.6220
H 0.3978 0.0637 -9.4985
H 0.3183 2.8196 -7.8609
H -0.9355 1.5670 -7.7369
H -1.3670 3.2071 -8.2614


137
Properties=species:S:1:pos:R:3 method="wB97M-V/def2-TZVPD" charge=+1 largest_force_ev_per_a=4.7 orbital_gap_ev=8.9 molar_mass_g_mol=2053.3 homo_ev=-10.95
C -0.2232 -0.5040 -3.5495
C -0.8223 -0.2979 -2.0685
C -1.6364 1.0776 -1.9801
C -2.3724 1.1608 -0.5685
C -2.4976 2.6263 0.0291
C -1.1085 3.4203 0.1190
C 0.1514 2.5033 0.4252
C 1.3219 3.2694 1.2148
C 1.0730 3.1171 2.7637
N 2.1704 2.5591 3.6061
C 1.6564 2.7297 5.0495
C 0.4581 1.7933 5.4453
C -0.7425 2.7706 5.9062
C -1.9871 1.9948 6.4794
C -2.7809 1.1620 5.3681
O -2.1524 -0.1279 5.2863
C -1.9352 -0.5320 3.9131
C 2.4422 1.1004 3.4838
C 3.3845 0.7922 2.1283
C 2.5352 0.2520 0.8360
O 3.4783 -0.6288 1.7368
P 3.6628 3.6291 3.6927
C 5.0912 2.5825 4.4077
O 4.2076 4.0899 2.1660
H -0.5777 0.2904 -4.2640
H -0.5533 -1.5471 -3.8714
H 0.9010 -0.5090 -3.5010
H -1.4649 -1.1854 -1.7850
H 0.0592 -0.2868 -1.3643
H -2.4062 1.1295 -2.7992
H -0.8911 1.9028 -2.1361
H -1.8332 0.4608 0.1488
H -3.4198 0.7428 -0.6929
H -2.9285 2.6031 1.0789
H -3.1945 3.2177 -0.6452
H -0.9164 3.9301 -0.8778
H -1.1778 4.2414 0.8942
H -0.2074 1.5960 1.0078
H 0.5592 2.0907 -0.5531
H 2.3223 2.9581 0.8243
H 1.1907 4.3655 0.9456
H 0.0844 2.5681 2.8744
H 0.8569 4.1569 3.1726
H 1.4436 3.8034 5.2962
H 2.5481 2.4349 5.6942
H 0.6624 1.1523 6.3591
H 0.0093 1.1673 4.6306
H -1.0308 3.3249 4.9516
H -0.3181 3.5601 6.5930
H -1.7358 1.3517 7.3681
H -2.7279 2.7877 6.8273
H -3.8293 1.0477 5.7886
H -2.8588 1.7116 4.3863
H -1.6128 0.3621 3.2990
H -2.8865 -0.9898 3.5185
H -1.0806 -1.2681 3.9078
H 3.0033 0.6404 4.3397
H 1.5309 0.5032 3.2106
H 4.2888 1.4926 1.9158
H 3.0025 0.4447 -0.1722
H 1.6635 -0.4269 1.0028
H 4.7261 2.0385 5.3197
H 5.5397 1.8744 3.6574
H 5.9073 3.3075 4.7229
H 5.1486 3.8443 2.0654
Br -3.0977 -3.2840 -8.7580
C -2.5711 -3.2671 -6.8816
C -3.2900 -2.1838 -6.1186
Br -2.5242 -0.4299 -6.4874
H -1.4880 -3.1625 -6.8575
H -2.8457 -4.2515 -6.5005
H -3.1687 -2.3264 -5.0440
H -4.3507 -2.1227 -6.3545
Br 0.8879 -3.6001 -5.2918
C 2.3118 -3.3886 -6.6077
C 2.3786 -1.9724 -7.1153
Br 0.9545 -1.6164 -8.3979
H 2.1296 -4.1191 -7.3937
H 3.2263 -3.6523 -6.0799
H 3.3049 -1.8042 -7.6649
H 2.2901 -1.2285 -6.3254
Br -6.7100 2.1633 6.8406
C -7.6551 0.8087 5.8037
C -7.4117 -0.5729 6.3556
Br -5.6445 -1.2279 5.8613
H -7.3342 0.9205 4.7697
H -8.7092 1.0741 5.8831
H -8.1121 -1.2878 5.9239
H -7.4752 -0.6198 7.4410
Br 2.8315 6.8422 -1.7899
C 1.9137 6.4618 -3.4671
C 0.7781 5.4935 -3.2605
Br 1.4333 3.6699 -3.0462
H 2.6656 6.0994 -4.1654
H 1.5387 7.4255 -3.8115
H 0.1343 5.4624 -4.1396
H 0.1751 5.7192 -2.3828
Br 7.7946 2.9531 -0.0789
C 6.8003 1.5918 -1.0605
C 7.0433 0.2162 -0.4922
Br 8.7830 -0.4749 -1.0291
H 7.0890 1.6821 -2.1059
H 5.7520 1.8729 -0.9525
H 6.3194 -0.4962 -0.8890
H 7.0135 0.1896 0.5957
Br 4.0653 -6.6381 -6.0938
C 4.5861 -6.6326 -4.2160
C 3.8764 -5.5436 -3.4527
Br 4.6608 -3.7952 -3.8142
H 5.6702 -6.5401 -4.1882
H 4.2995 -7.6144 -3.8389
H 3.9923 -5.6900 -2.3785
H 2.8163 -5.4706 -3.6929
Br -2.9921 -9.8007 -5.3779
C -2.8119 -8.0477 -6.2092
C -1.3997 -7.8047 -6.6771
Br -0.2256 -7.3684 -5.1842
H -3.1547 -7.3150 -5.4804
H -3.4994 -8.0620 -7.0551
H -1.3572 -6.9364 -7.3357
H -0.9617 -8.6615 -7.1854
Br -1.6089 5.7276 4.0476
C -3.0566 6.3150 5.2152
C -4.1638 5.2925 5.2701
Br -5.2576 5.3440 3.6589
H -3.3846 7.2857 4.8485
H -2.5984 6.4386 6.1966
H -4.8501 5.5143 6.0875
H -3.8005 4.2715 5.3737
Br -1.1321 -9.0196 -1.3327
C -0.9767 -7.2221 -0.5979
C -2.2704 -6.4607 -0.7334
Br -2.5358 -5.8394 -2.5611
H -0.1419 -6.7427 -1.1064
H -0.7236 -7.3648 0.4528
H -2.2495 -5.5560 -0.1253
H -3.1458 -7.0505 -0.4684